[1]
DFT (wB97M-V/def2-TZVPD) results for a structure of composition C5H9O.

The geometry in ORCA input format:
```
! wB97M-V def2-TZVPD RIJCOSX def2/J DEFGRID3
* xyz -1 1
O 3.4287 -1.5693 0.6775
C 1.4526 0.3215 0.3982
C -2.1312 1.3593 -0.5553
C -2.3993 0.0183 -0.7539
C -0.9508 1.1800 0.0365
C -0.0120 -0.0084 0.2435
H 1.6864 0.7231 1.2845
H -0.1138 -0.5497 -0.6321
H 3.8782 -2.4194 0.6077
H -3.0043 -0.4708 -1.6806
H -0.4094 -0.5999 1.1712
H -2.8233 2.1932 -0.6938
H 2.0962 -0.5168 0.2099
H -2.3033 -0.7192 0.0608
H 1.6053 1.0582 -0.3741
*
```

Calculated values
* F_max: 0.079 hartree/bohr
* LUMO: 2.57 eV
* HOMO: -2.54 eV

[2]
DFT (wB97M-V/def2-TZVPD) results for an isolated molecule of C5H9O2P.

The geometry in ORCA input format:
```
! wB97M-V def2-TZVPD RIJCOSX def2/J DEFGRID3
* xyz 0 1
P 2.2779 -1.4077 0.0590
O -2.8161 -1.3725 0.8372
O 0.5495 2.1968 0.8105
C 0.7121 1.0083 0.2626
C 1.6714 0.2070 0.7144
C -0.1947 0.5766 -0.8795
C -1.9931 -1.1875 -0.0265
C -1.6550 0.2194 -0.5583
H 0.0309 2.7809 0.2696
H 0.1787 -0.3836 -1.3651
H 2.1389 0.6367 1.5601
H 1.8967 -2.3912 1.0882
H -0.2382 1.4745 -1.5948
H -2.3933 0.2511 -1.5246
H 3.5604 -1.2069 0.5462
H -1.6115 -2.1765 -0.4585
H -2.1146 0.7747 0.2595
*
```

Calculated values
* F_max: 0.065 hartree/bohr
* LUMO: 0.49 eV
* SMILES: O=CCC/C(O)=C\P
* HOMO: -8.97 eV

Relative energy (zero: lowest compared OMol25 entry of this formula, charge and spin) (eV)
5.4946, 2.5820